A structure of composition C61H36BrCl4N7O3W. Source: OMol25; level of theory: the ωB97M-V functional and the def2-TZVPD basis.

LUMO level (spin up / spin down) = -6.98 / -6.98 eV
charge = +2
gap between HOMO and LUMO (spin up / spin down) = 5.502 / 5.503 eV
F_max = 0.8 eV Å⁻¹
HOMO energy (spin up / spin down) = -12.5 / -12.5 eV

Each line ends with the Mulliken charge.
CARTESIAN COORDINATES (ANGSTROEM)
1 W -0.54 0.66 0.28  2.857
2 Cl 3.02 1.24 8.99  -0.171
3 C 2.24 1.08 7.46  0.274
4 C 0.88 1.32 7.36  -0.968
5 C 0.26 1.20 6.12  -0.271
6 C 0.99 0.82 5.00  0.305
7 C 2.35 0.56 5.13  -0.241
8 C 2.98 0.70 6.35  -1.039
9 C 0.33 0.69 3.67  1.494
10 C 0.35 -0.55 3.04  0.409
11 C 0.81 -1.73 3.69  -1.826
12 C 0.67 -2.75 2.82  -1.840
13 C 0.12 -2.20 1.63  0.542
14 C -0.19 -2.94 0.50  1.360
15 C 0.17 -4.38 0.50  0.226
16 C -0.81 -5.37 0.39  -0.321
17 C -0.48 -6.71 0.43  -1.012
18 C 0.85 -7.08 0.58  0.148
19 Cl 1.28 -8.74 0.60  -0.179
20 C 1.84 -6.11 0.70  -0.998
21 C 1.49 -4.77 0.67  -0.229
22 C -0.91 -2.40 -0.55  0.374
23 N -1.44 -1.11 -0.59  -0.435
24 C -2.24 -1.12 -1.72  0.168
25 C -3.15 -0.14 -2.08  1.030
26 C -4.00 -0.35 -3.29  -0.324
27 C -3.80 0.41 -4.44  0.102
28 C -4.59 0.22 -5.56  -1.079
29 C -5.61 -0.73 -5.52  0.331
30 Cl -6.60 -0.96 -6.90  -0.171
31 C -5.83 -1.49 -4.38  -1.048
32 C -5.02 -1.30 -3.27  0.128
33 C -3.32 1.01 -1.35  0.317
34 C -4.31 1.99 -1.66  -1.429
35 C -4.12 3.02 -0.81  -1.612
36 C -3.03 2.66 0.04  0.775
37 N -2.56 1.40 -0.25  -0.515
38 C -2.51 3.52 1.00  1.118
39 C -1.57 3.10 1.90  0.204
40 C -1.09 3.89 2.98  -1.266
41 C -0.31 3.09 3.74  -1.603
42 C -0.31 1.80 3.14  0.607
43 N -1.06 1.81 1.98  -0.325
44 C -3.01 4.92 1.06  -0.849
45 C -2.30 5.93 0.41  0.101
46 C -2.75 7.24 0.46  -0.996
47 C -3.90 7.55 1.18  0.391
48 Cl -4.45 9.18 1.25  -0.173
49 C -4.60 6.55 1.84  -0.958
50 C -4.16 5.24 1.78  0.345
51 C -2.12 -2.35 -2.42  -1.685
52 C -1.29 -3.14 -1.70  -1.398
53 N -0.11 -0.85 1.77  0.168
54 H 0.31 1.60 8.23  0.439
55 H -0.81 1.36 6.05  0.554
56 H 2.93 0.27 4.26  0.562
57 H 4.05 0.51 6.45  0.433
58 H 1.16 -1.78 4.71  0.648
59 H 0.88 -3.79 2.98  0.681
60 H -1.86 -5.08 0.31  0.560
61 H -1.24 -7.47 0.36  0.455
62 H 2.87 -6.42 0.84  0.479
63 H 2.26 -4.02 0.77  0.657
64 H -3.00 1.14 -4.46  0.445
65 H -4.43 0.79 -6.46  0.433
66 H -6.62 -2.22 -4.37  0.439
67 H -5.19 -1.89 -2.37  0.517
68 H -5.06 1.89 -2.43  0.613
69 H -4.67 3.94 -0.74  0.606
70 H -1.35 4.93 3.14  0.658
71 H 0.22 3.35 4.64  0.738
72 H -1.40 5.69 -0.14  0.519
73 H -2.21 8.03 -0.04  0.432
74 H -5.50 6.80 2.40  0.441
75 H -4.70 4.46 2.30  0.543
76 H -2.62 -2.59 -3.35  0.746
77 H -0.98 -4.15 -1.91  0.803
78 Br 4.28 -6.39 -2.68  -0.144
79 C 4.97 -4.65 -2.48  -0.020
80 C 4.85 -4.00 -1.26  -0.372
81 C 5.30 -2.70 -1.13  -0.194
82 C 5.89 -2.06 -2.22  -0.391
83 C 6.08 -2.76 -3.41  0.034
84 C 5.59 -4.04 -3.56  -0.563
85 N 6.45 -0.74 -2.22  -0.415
86 N 6.02 0.18 -1.52  -0.392
87 C 4.78 0.21 -0.81  0.387
88 C 4.78 0.86 0.40  -0.850
89 C 3.59 1.20 1.08  -0.336
90 C 2.39 0.86 0.52  -0.231
91 O 1.19 1.23 0.99  -0.332
92 C 2.36 0.13 -0.67  -0.620
93 N 1.11 -0.18 -1.09  0.545
94 C 0.98 -0.71 -2.30  0.317
95 C 2.07 -0.93 -3.14  -1.939
96 C 3.34 -0.62 -2.71  -0.837
97 C 3.53 -0.13 -1.41  0.867
98 H 4.42 -4.52 -0.42  0.552
99 H 5.24 -2.19 -0.18  0.476
100 H 6.59 -2.26 -4.23  0.510
101 H 5.72 -4.58 -4.49  0.462
102 H 5.73 1.15 0.82  0.473
103 H 3.62 1.78 1.99  0.672
104 H -0.02 -0.95 -2.63  0.403
105 H 1.90 -1.31 -4.14  0.617
106 H 4.18 -0.72 -3.39  0.834
107 C -0.34 3.23 -3.36  -0.931
108 O -0.57 1.89 -2.79  -0.273
109 C -0.50 1.74 -1.53  0.946
110 O -0.23 2.57 -0.66  -0.507
111 H -1.24 3.49 -3.90  0.280
112 H 0.50 3.14 -4.04  0.318
113 H -0.13 3.95 -2.57  0.439

***

An isolated molecule of C3H6N2O2. Source: OMol25; level of theory: the ωB97M-V functional and the def2-TZVPD basis.

LUMO level = 0.66 eV
charge = 0
gap between HOMO and LUMO = 10.693 eV
F_max = 0.4 eV Å⁻¹
HOMO energy = -10.0 eV
SMILES = [H]/N=C(/NC=O)OC

Each line ends with the Mulliken charge.
CARTESIAN COORDINATES (ANGSTROEM)
1 H 0.60 0.07 -1.78  0.228
2 N 1.05 0.09 -0.87  -0.678
3 C 0.26 -0.20 0.08  0.714
4 N 0.69 -0.27 1.40  -0.119
5 C 1.96 0.06 1.83  0.030
6 O 2.27 0.08 3.00  -0.534
7 O -1.06 -0.49 0.06  -0.348
8 C -1.82 0.06 -1.00  -0.790
9 H 0.00 -0.46 2.11  0.241
10 H 2.64 0.31 1.00  0.361
11 H -2.85 -0.27 -0.84  0.231
12 H -1.48 -0.28 -1.98  0.317
13 H -1.78 1.16 -0.96  0.348

***

A structure of composition C10H28ClI2OP2Rh at a distorted geometry. Source: OMol25; level of theory: the ωB97M-V functional and the def2-TZVPD basis.

LUMO level (spin up / spin down) = -8.80 / -10.90 eV
charge = +2
gap between HOMO and LUMO (spin up / spin down) = 3.887 / 3.530 eV
F_max = 3.4 eV Å⁻¹
2S+1 = 5
HOMO energy (spin up / spin down) = -12.7 / -14.4 eV

Each line ends with the Mulliken spin population.
CARTESIAN COORDINATES (ANGSTROEM)
1 I 0.18 1.85 -5.32  1.086
2 I -0.42 3.67 -3.45  0.895
3 Rh -0.03 0.05 -0.92  1.393
4 P -2.36 -0.12 -0.88  0.115
5 C -3.29 0.97 0.27  0.012
6 C -3.03 0.26 -2.53  0.023
7 H -4.11 0.11 -2.51  0.008
8 H -4.10 -1.80 -0.58  0.005
9 H -2.56 -0.42 -3.25  -0.003
10 H -2.56 -2.54 -1.09  -0.003
11 H -3.04 2.01 0.04  0.001
12 H -2.77 1.29 -2.78  -0.002
13 C -3.01 -1.78 -0.44  0.008
14 H -4.37 0.82 0.13  0.005
15 H -2.78 -2.00 0.60  -0.001
16 H -3.03 0.74 1.31  0.000
17 P 2.20 -0.10 -0.88  0.065
18 C 3.15 0.99 0.25  0.008
19 C 2.87 -1.76 -0.45  0.001
20 H 2.39 -0.39 -3.25  -0.007
21 H 3.94 0.15 -2.51  0.010
22 H 2.59 1.31 -2.79  -0.007
23 C 2.86 0.29 -2.54  0.060
24 H 2.42 -2.51 -1.11  -0.003
25 H 3.95 -1.74 -0.59  0.005
26 H 4.22 0.85 0.09  0.005
27 H 2.94 0.78 1.31  0.003
28 H 2.65 -2.02 0.60  0.003
29 H 2.88 2.03 0.03  -0.001
30 Cl -0.07 -1.70 -2.48  0.229
31 C 1.04 -1.43 2.93  0.003
32 C 0.01 -1.36 1.80  -0.012
33 O -0.35 -0.05 1.40  0.085
34 C 0.27 1.12 1.89  -0.018
35 C -0.74 1.87 2.75  0.002
36 H 2.02 -1.09 2.66  0.000
37 H 1.15 -2.48 3.19  0.000
38 H 0.71 -0.92 3.83  0.000
39 H 0.36 -1.84 0.88  0.000
40 H -0.92 -1.86 2.06  0.006
41 H 1.19 0.89 2.45  -0.001
42 H 0.54 1.67 1.00  0.019
43 H -1.14 1.26 3.55  0.000
44 H -0.32 2.77 3.19  0.002
45 H -1.58 2.19 2.13  0.001

***

A structure of composition C4H6LaO at a distorted geometry. Source: OMol25; level of theory: the ωB97M-V functional and the def2-TZVPD basis.

LUMO level (spin up / spin down) = -9.47 / -9.35 eV
charge = +2
gap between HOMO and LUMO (spin up / spin down) = 5.635 / 5.755 eV
F_max = 4.7 eV Å⁻¹
2S+1 = 2
HOMO energy (spin up / spin down) = -15.1 / -15.1 eV

Each line ends with the Mulliken spin population.
CARTESIAN COORDINATES (ANGSTROEM)
1 C -2.84 0.15 0.74  0.001
2 C -1.75 -0.74 0.69  -0.002
3 C -0.92 -0.77 -0.50  -0.001
4 C -1.39 0.16 -1.55  0.000
5 O -0.61 0.74 -2.31  -0.002
6 La -0.43 2.15 -4.78  1.005
7 H -2.59 1.18 1.04  0.000
8 H -3.72 -0.23 1.27  0.000
9 H -1.88 -1.70 1.19  0.000
10 H 0.16 -0.69 -0.33  0.000
11 H -1.59 -1.33 -1.55  -0.001
12 H -2.50 0.71 -0.81  0.000

***

A structure of composition C17H19Cl3IrN2O7 at a distorted geometry. Source: OMol25; level of theory: the ωB97M-V functional and the def2-TZVPD basis.

LUMO level (spin up / spin down) = 3.92 / 1.22 eV
charge = -2
gap between HOMO and LUMO (spin up / spin down) = 3.642 / 4.011 eV
F_max = 4.6 eV Å⁻¹
2S+1 = 6
HOMO energy (spin up / spin down) = 0.3 / -2.8 eV

Each line ends with the Mulliken spin population.
CARTESIAN COORDINATES (ANGSTROEM)
1 C 0.23 0.43 -2.02  -0.115
2 C -0.09 1.81 -1.63  0.305
3 C -1.44 1.85 -1.20  0.187
4 C 0.81 2.96 -1.76  -0.045
5 C -2.00 0.54 -1.31  0.224
6 C -1.01 -0.34 -1.83  0.275
7 C -1.28 -1.67 -2.43  -0.017
8 C 1.33 0.05 -2.94  -0.002
9 C -2.11 3.02 -0.58  -0.011
10 C -3.37 0.13 -0.92  -0.038
11 Ir 0.38 -0.01 0.00  1.760
12 Cl 2.52 4.06 1.65  0.581
13 Cl 2.48 0.81 0.24  0.472
14 Cl -0.55 1.36 1.55  0.182
15 H 1.81 2.64 -2.06  0.003
16 H 0.92 3.51 -0.82  0.005
17 H 0.42 3.65 -2.53  0.009
18 H -1.38 3.62 -0.02  0.007
19 H -2.89 2.71 0.13  0.006
20 H -2.57 3.66 -1.33  0.023
21 H -3.63 0.48 0.09  0.010
22 H -3.47 -0.96 -0.91  -0.001
23 H -4.12 0.53 -1.61  0.019
24 H -1.96 -2.26 -1.80  0.002
25 H -0.36 -2.24 -2.56  0.000
26 H -1.76 -1.54 -3.41  0.004
27 H 2.27 0.49 -2.61  -0.007
28 H 1.09 0.41 -3.94  -0.001
29 H 1.44 -1.04 -2.96  0.000
30 O 0.90 -1.82 -0.52  0.179
31 H 0.53 -2.38 0.18  -0.005
32 O -1.19 -1.48 2.89  -0.003
33 C 0.03 -1.47 2.79  -0.043
34 O 0.81 -1.00 1.85  -0.001
35 C 0.91 -2.15 3.84  -0.138
36 C 2.26 -2.40 3.57  0.253
37 C 3.06 -3.14 4.49  0.014
38 C 2.51 -3.57 5.72  -0.016
39 C 1.17 -3.27 6.01  -0.038
40 C 0.37 -2.56 5.08  0.336
41 N 0.60 -3.69 7.25  0.055
42 O 1.31 -4.33 8.05  0.082
43 O -0.59 -3.40 7.49  0.050
44 N 4.41 -3.47 4.18  0.101
45 O 4.88 -3.09 3.08  0.110
46 O 5.08 -4.13 5.00  0.128
47 H 2.72 -2.06 2.64  0.058
48 H 3.13 -4.13 6.44  0.000
49 H -0.66 -2.35 5.31  0.042

***

A structure of composition H31O15 at a distorted geometry. Source: OMol25; level of theory: the ωB97M-V functional and the def2-TZVPD basis.

LUMO level = -2.57 eV
charge = +1
gap between HOMO and LUMO = 10.820 eV
F_max = 2.1 eV Å⁻¹
HOMO energy = -13.4 eV

Each line ends with the Mulliken charge.
CARTESIAN COORDINATES (ANGSTROEM)
1 O -2.43 -2.29 2.36  -0.672
2 H 1.33 2.44 -2.58  0.385
3 H -3.17 -1.80 2.73  0.320
4 O 0.30 0.00 0.94  -0.250
5 H 2.44 1.87 -0.97  0.303
6 H 0.78 -0.74 0.53  0.124
7 O -2.27 -2.92 -0.25  -0.671
8 H 0.66 0.43 4.54  0.262
9 H 0.25 -0.81 -4.56  0.322
10 O -2.09 0.43 -1.41  -0.640
11 H 1.65 -4.61 0.71  0.291
12 H -3.62 2.72 -0.10  0.361
13 O 1.65 3.32 -2.33  -0.686
14 H -3.06 0.54 -1.38  0.265
15 H 1.87 1.71 0.80  0.595
16 O -1.48 2.14 0.86  -0.692
17 H -2.07 -3.86 -0.22  0.272
18 H -2.23 -2.41 0.58  0.474
19 O 0.16 0.83 3.82  -0.551
20 H -1.40 1.38 0.28  0.296
21 H 2.02 -1.72 -1.14  0.269
22 O 0.22 1.01 -2.46  -0.599
23 H -0.59 -0.34 1.04  0.098
24 H 1.58 -0.88 -2.29  0.220
25 O 1.01 -4.19 0.12  -0.572
26 H 0.94 3.96 -2.28  0.296
27 H 0.53 2.31 1.80  0.323
28 O -4.13 2.27 0.59  -0.681
29 H 0.28 0.58 -1.61  0.501
30 O 2.62 1.35 -0.17  -0.533
31 H 2.71 0.44 -0.56  0.409
32 H -4.63 2.90 1.11  0.300
33 O 1.70 -0.82 -1.33  -0.590
34 H 0.72 -4.91 -0.45  0.309
35 H -2.38 2.20 1.23  0.375
36 O 1.48 2.05 1.84  -0.549
37 H -0.51 1.40 4.20  0.279
38 H 1.21 1.19 2.27  0.453
39 O -0.05 -1.33 -3.82  -0.601
40 H -2.82 -3.13 2.09  0.306
41 H 4.98 -0.34 0.44  0.302
42 O 4.51 0.14 1.13  -0.581
43 H 4.51 -0.53 1.83  0.298
44 H -2.04 -0.48 -1.10  0.296
45 H -0.34 0.44 -2.99  0.289
46 H -0.80 -1.93 -3.84  0.274

***

A structure of composition C21H26GeN2ORu at a distorted geometry. Source: OMol25; level of theory: the ωB97M-V functional and the def2-TZVPD basis.

LUMO level (spin up / spin down) = -6.00 / -8.77 eV
charge = +2
gap between HOMO and LUMO (spin up / spin down) = 8.702 / 5.978 eV
F_max = 1.3 eV Å⁻¹
2S+1 = 5
HOMO energy (spin up / spin down) = -14.7 / -14.8 eV

Each line ends with the Mulliken spin population.
CARTESIAN COORDINATES (ANGSTROEM)
1 Ru 0.13 -0.05 -0.06  3.424
2 C -0.60 0.07 4.24  0.006
3 C 0.68 0.00 4.77  0.008
4 C 1.76 -0.01 3.91  0.008
5 C 1.54 0.03 2.53  0.026
6 N 0.29 0.10 2.04  -0.028
7 C -0.75 0.13 2.87  0.017
8 C 2.58 0.03 1.50  -0.179
9 C 3.94 0.02 1.80  -0.021
10 C 4.88 0.10 0.78  0.065
11 C 4.47 0.21 -0.53  -0.018
12 C 3.12 0.19 -0.84  -0.026
13 C 2.16 0.08 0.15  0.104
14 H -1.47 0.07 4.88  0.000
15 H 0.83 -0.05 5.84  0.000
16 H 2.76 -0.05 4.30  0.001
17 H -1.74 0.21 2.43  0.001
18 H 4.27 -0.05 2.82  0.001
19 H 5.93 0.08 1.03  0.002
20 H 5.20 0.29 -1.33  0.000
21 H 2.84 0.26 -1.88  0.000
22 O -1.80 -1.46 0.24  0.035
23 C -3.05 -0.83 -0.02  -0.009
24 C -2.92 0.67 -0.02  0.017
25 C -4.04 1.49 0.02  0.003
26 C -3.87 2.86 0.01  0.004
27 C -2.58 3.39 -0.04  0.003
28 C -1.51 2.51 -0.07  -0.008
29 N -1.69 1.19 -0.06  0.061
30 H -1.95 -2.41 0.29  0.007
31 H -3.78 -1.13 0.75  0.002
32 H -3.44 -1.15 -1.00  0.003
33 H -5.03 1.06 0.07  0.001
34 H -4.73 3.52 0.03  0.000
35 H -2.41 4.45 -0.06  0.000
36 H -0.48 2.86 -0.10  0.004
37 C 2.17 -2.60 -2.13  0.009
38 Ge 0.44 -1.84 -2.74  0.063
39 C 0.38 -1.59 -4.73  0.102
40 C -1.00 -3.11 -2.23  0.004
41 C 0.11 0.09 -2.12  0.260
42 H 2.20 -3.64 -2.45  0.001
43 H 2.26 -2.57 -1.05  -0.003
44 H 3.02 -2.10 -2.58  0.000
45 H 0.59 -2.56 -5.17  0.012
46 H 1.14 -0.88 -5.07  -0.002
47 H -0.60 -1.25 -5.05  -0.002
48 H -0.94 -3.96 -2.91  0.001
49 H -2.00 -2.69 -2.32  0.000
50 H -0.84 -3.50 -1.22  -0.001
51 H -0.89 0.39 -2.48  0.021
52 H 0.82 0.78 -2.58  0.022

***

A structure of composition C17H42NO9Sr at a distorted geometry. Source: OMol25; level of theory: the ωB97M-V functional and the def2-TZVPD basis.

LUMO level = -2.75 eV
charge = +1
gap between HOMO and LUMO = 5.179 eV
F_max = 2.2 eV Å⁻¹
HOMO energy = -7.9 eV

Each line ends with the Mulliken charge.
CARTESIAN COORDINATES (ANGSTROEM)
1 Sr -0.87 -0.82 1.22  1.108
2 C 3.66 1.21 -1.20  -1.490
3 C 2.40 2.05 -0.99  1.606
4 C 2.49 3.30 -1.90  -1.248
5 C 2.18 3.01 -3.36  -0.650
6 C 0.78 2.42 -3.45  -1.277
7 C 0.59 1.20 -2.53  1.391
8 N 1.12 1.40 -1.19  -0.308
9 O 0.95 0.32 -0.33  0.996
10 C 1.31 0.02 -3.24  -1.896
11 C -0.91 0.95 -2.46  -1.311
12 C 2.43 2.63 0.43  -2.019
13 H 4.54 1.82 -0.99  0.469
14 H 3.82 0.81 -2.21  0.288
15 H 3.64 0.30 -0.59  0.127
16 H 3.48 3.76 -1.78  0.451
17 H 1.75 4.03 -1.57  0.329
18 H 2.98 2.45 -3.85  0.349
19 H 2.12 3.96 -3.91  0.424
20 H 0.63 2.14 -4.49  0.395
21 H 0.04 3.16 -3.13  0.347
22 H 2.33 0.25 -3.52  0.353
23 H 0.72 -0.27 -4.12  0.432
24 H 1.42 -0.86 -2.60  0.443
25 H -1.41 1.88 -2.16  0.284
26 H -1.19 0.20 -1.72  -0.103
27 H -1.30 0.74 -3.46  0.477
28 H 2.42 1.78 1.13  0.000
29 H 1.58 3.28 0.64  0.424
30 H 3.36 3.15 0.63  0.523
31 C -2.94 1.96 1.17  -0.660
32 C -1.58 2.61 1.20  -0.231
33 O -0.58 1.75 1.77  -0.533
34 O -2.86 0.74 0.39  -0.212
35 H -3.77 2.62 0.95  0.540
36 H -3.15 1.61 2.20  0.156
37 H -1.59 3.52 1.80  0.449
38 H -1.28 2.89 0.18  0.142
39 H 0.27 2.03 1.41  0.125
40 H -3.74 0.52 0.08  0.148
41 C -2.28 -2.74 3.94  -0.536
42 C -2.27 -1.33 4.46  -0.552
43 O -1.30 -0.60 3.71  -0.211
44 O -2.42 -2.67 2.49  -0.212
45 H -3.06 -3.40 4.33  0.488
46 H -1.35 -3.27 4.16  0.190
47 H -2.04 -1.34 5.53  0.386
48 H -3.23 -0.81 4.42  0.273
49 H -0.58 -0.33 4.29  0.144
50 H -3.30 -3.01 2.30  0.180
51 C 1.60 -3.10 1.48  -0.235
52 C 1.94 -2.18 2.65  -0.664
53 O 1.52 -0.82 2.33  -0.239
54 O 0.20 -3.18 1.40  -0.240
55 H 2.08 -4.07 1.59  0.540
56 H 2.13 -2.62 0.65  0.046
57 H 2.96 -2.19 3.02  0.518
58 H 1.32 -2.48 3.51  0.134
59 H 2.33 -0.31 2.37  0.173
60 H -0.13 -4.08 1.38  0.162
61 C -2.63 -3.07 -1.26  -0.597
62 C -1.47 -2.54 -2.04  -0.466
63 O -0.50 -2.04 -1.16  -0.310
64 O -2.96 -2.09 -0.25  -0.334
65 H -2.45 -4.02 -0.75  0.292
66 H -3.49 -3.26 -1.92  0.441
67 H -1.80 -1.79 -2.78  0.239
68 H -1.09 -3.30 -2.74  0.462
69 H 0.28 -1.66 -1.59  -0.161
70 H -3.86 -2.26 0.02  0.247

***

Question: Among the records above, which one has the highest F_max?
Answer: C4H6LaO

***

Question: Number 6 is which compound?
Answer: H31O15

***

Question: Number 6 is which compound?
Answer: H31O15